Entry from the OMol25 dataset: the molecule C5H13NS in a non-equilibrium geometry (wB97M-V/def2-TZVPD).

The geometry in XYZ format:
```
20
Properties=species:S:1:pos:R:3:forces:R:3:mulliken_charge:R:1
S -1.744 0.180 0.928 -0.415 -0.408 3.433 -0.175
N -2.890 0.391 -0.271 -0.307 0.234 -1.180 -0.434
C -0.166 -2.114 0.179 0.761 1.458 0.505 -1.197
C 1.691 0.264 1.154 -1.079 -1.978 -1.477 -1.454
C 0.985 0.222 -0.268 0.819 0.358 0.303 0.450
C 0.777 1.674 -0.878 -0.880 -2.731 -0.380 -1.013
C -0.260 -0.626 -0.263 -1.966 -0.512 -3.123 -0.327
H -0.305 1.922 -0.928 0.653 -0.039 -0.091 0.176
H -2.771 1.364 -0.552 -0.084 -0.165 -0.870 0.263
H 1.253 2.319 -0.164 0.580 0.871 -0.576 0.331
H 0.965 0.683 1.858 0.114 -0.554 0.265 0.316
H -1.106 -2.715 0.238 0.690 0.775 -0.302 0.353
H -3.860 0.279 0.053 0.802 0.124 0.337 0.313
H 1.668 -0.235 -1.025 -0.073 -0.127 0.877 0.301
H 2.011 -0.822 1.331 -0.472 1.707 0.496 0.349
H 1.184 1.458 -1.909 -0.310 1.692 1.047 0.277
H -0.800 -0.610 -1.265 0.965 0.174 0.911 0.393
H 0.529 -2.488 -0.612 -0.357 -0.454 1.009 0.300
H 2.547 0.896 1.193 0.776 0.413 -0.311 0.452
H 0.292 -2.043 1.201 -0.216 -0.837 -0.874 0.325
```
Forces are in eV/Å.

Values from the calculation:
HOMO-LUMO gap (alpha / beta) (eV): 5.054 / 7.463
Total energy (eV): -17715.5764
Charge: 0
⟨S²⟩: 2.008
Relative energy (zero: lowest compared OMol25 entry of this formula, charge and spin) (eV): 1.475
2S+1: 3

Entry from the OMol25 dataset: the molecule C5H13NS2 in a non-equilibrium geometry (wB97M-V/def2-TZVPD).

The geometry in XYZ format:
```
21
Properties=species:S:1:pos:R:3:forces:R:3:mulliken_charge:R:1
S -1.316 -3.148 -1.690 -0.160 -0.106 -0.007 -0.217
S 1.200 4.252 0.081 0.111 1.153 -0.375 -0.240
N -0.034 0.442 -0.149 0.657 -0.458 -1.112 -0.231
C 0.907 1.562 -0.153 -0.896 1.447 -0.490 -0.639
C -0.214 -1.952 0.652 -0.216 1.049 -0.471 -0.697
C 0.077 2.878 0.078 0.814 -1.755 -0.335 -0.648
C 0.639 -0.863 -0.031 0.018 -0.179 1.356 -0.598
C -1.512 -2.288 -0.113 0.404 -0.157 1.157 -0.747
H -0.628 -1.558 1.566 0.241 0.418 0.687 0.305
H 1.563 4.343 1.352 -0.054 -0.278 0.430 0.109
H 1.453 1.789 -1.097 -0.228 -0.712 0.180 0.261
H -2.218 -2.787 0.571 0.344 -0.346 -0.448 0.380
H -0.500 0.503 -1.052 -0.276 -0.204 0.207 0.259
H 1.099 -1.334 -0.907 -0.160 0.559 -0.424 0.321
H -1.033 -4.375 -1.194 -0.054 0.395 -0.017 0.123
H -2.005 -1.314 -0.219 0.123 -0.149 -0.746 0.341
H 0.521 -2.703 0.942 -0.579 -0.764 -0.333 0.375
H 1.456 -0.648 0.668 0.092 -0.312 -0.137 0.396
H -0.596 2.729 0.908 0.030 0.393 0.499 0.401
H 1.691 1.442 0.585 -0.153 -0.048 0.453 0.458
H -0.550 3.029 -0.799 -0.059 0.055 -0.075 0.289
```
Forces are in eV/Å.

Values from the calculation:
HOMO-LUMO gap (eV): 9.874
Total energy (eV): -28555.6113
Charge: 0
Relative energy (zero: lowest compared OMol25 entry of this formula, charge and spin) (eV): 1.019
SMILES: SCCCNCCS

Entry from the OMol25 dataset: a cluster of 2 separate species, C5H13NS2 in total (wB97M-V/def2-TZVPD).

The geometry in XYZ format:
```
21
Properties=species:S:1:pos:R:3:forces:R:3:mulliken_charge:R:1
S 2.978 1.166 -1.362 -0.150 0.113 0.314 -0.120
S 3.113 0.114 0.406 -0.006 0.205 -0.370 -0.093
N -2.589 0.103 1.306 0.000 -0.660 0.027 -0.366
C -1.246 -0.298 1.156 -0.377 0.676 -0.490 0.095
C -2.936 1.344 0.624 0.457 0.055 0.142 -0.838
C -0.864 -1.454 0.620 -0.478 0.009 0.333 -0.711
C 1.163 1.360 -1.568 0.549 -0.530 0.040 -0.312
C 3.064 -1.595 -0.193 -0.390 0.190 0.176 -0.744
H -3.871 1.738 1.013 -0.020 0.065 -0.011 0.291
H -0.583 0.504 1.467 0.360 -0.215 -0.169 0.472
H 0.819 2.378 -1.413 0.117 0.060 0.068 0.313
H 0.152 -1.734 0.419 0.243 -0.002 0.329 0.059
H -3.197 -0.654 1.009 -0.046 0.139 0.118 0.243
H -1.649 -2.175 0.413 0.146 -0.094 -0.319 0.179
H -2.129 2.056 0.816 -0.197 0.144 0.084 0.312
H 0.757 0.682 -0.823 -0.408 0.105 -0.083 -0.206
H -2.998 1.245 -0.466 -0.072 -0.114 -0.017 0.278
H 3.879 -1.753 -0.891 0.067 -0.219 0.067 0.331
H 0.911 1.007 -2.565 -0.143 0.068 -0.006 0.300
H 2.105 -1.807 -0.661 0.044 0.066 -0.181 0.219
H 3.121 -2.227 0.693 0.305 -0.063 -0.052 0.296
```
Forces are in eV/Å.

Values from the calculation:
HOMO-LUMO gap (eV): 9.304
Total energy (eV): -28555.4473
Charge: 0
Relative energy (zero: lowest compared OMol25 entry of this formula, charge and spin) (eV): 1.183
SMILES: C=CNC.CSSC

Entry from the OMol25 dataset: the molecule C5H13NSi in a non-equilibrium geometry (wB97M-V/def2-TZVPD).

The geometry in XYZ format:
```
20
Properties=species:S:1:pos:R:3:forces:R:3:mulliken_charge:R:1
Si -1.067 0.642 -0.339 -0.168 -2.053 0.271 0.411
N -1.817 1.232 -1.835 -0.042 -0.505 1.531 -0.528
C 2.410 0.838 1.043 -0.854 0.113 0.385 -1.450
C -2.873 -1.694 -0.404 -7.324 -5.411 -3.718 -0.944
C 1.518 -0.335 0.723 1.042 -3.252 0.572 -0.056
C 0.679 -0.080 -0.533 1.111 2.234 -0.653 -0.865
C -1.811 -1.070 0.165 4.498 6.161 1.051 -0.338
H -1.168 1.495 0.880 -0.005 0.306 -0.296 -0.141
H 3.105 1.038 0.260 0.480 0.093 -0.737 0.370
H -1.173 -1.558 0.818 0.972 -1.147 1.292 0.483
H -1.350 1.834 -2.474 0.727 0.305 -0.377 0.239
H -3.100 -2.780 -0.351 0.793 0.507 0.636 0.298
H -3.521 -1.431 -1.252 0.754 1.125 0.382 0.327
H 2.959 0.808 1.961 0.306 -0.557 0.642 0.386
H 1.381 0.651 -0.999 -0.814 -0.397 -0.763 0.419
H 0.865 -0.648 1.581 0.748 0.328 -0.464 0.239
H 1.761 1.668 1.148 -0.520 1.373 -0.006 0.360
H -2.705 1.675 -1.644 -0.264 -0.103 -0.043 0.193
H 2.298 -1.214 0.561 -1.926 1.239 0.148 0.209
H 0.483 -0.891 -1.231 0.487 -0.358 0.146 0.390
```
Forces are in eV/Å.

Values from the calculation:
HOMO-LUMO gap (alpha / beta) (eV): 6.353 / 7.660
Total energy (eV): -14758.5936
Charge: 0
⟨S²⟩: 2.006
Relative energy (zero: lowest compared OMol25 entry of this formula, charge and spin) (eV): 0.668
2S+1: 3

Entry from the OMol25 dataset: a cluster of 2 separate species, C5H13O2 in total in a non-equilibrium geometry (wB97M-V/def2-TZVPD).

The geometry in XYZ format:
```
20
Properties=species:S:1:pos:R:3:forces:R:3:mulliken_charge:R:1
O 1.719 1.496 -1.149 0.045 0.183 -0.272 -0.562
O 1.134 -0.484 -2.597 0.338 0.519 -0.178 -1.097
C -0.181 -1.522 1.084 0.673 0.331 -1.313 -3.542
C 1.567 0.991 0.147 -0.464 -0.143 0.300 -0.808
C -2.185 -0.162 0.271 0.946 1.512 1.239 -4.682
C -0.622 -0.270 0.285 -1.855 -1.451 0.219 4.357
C 0.116 1.003 0.672 -1.227 0.340 -1.478 -1.895
H -0.818 -2.345 0.738 -0.200 -0.012 0.942 0.702
H -2.615 0.209 1.202 -0.114 -0.256 0.340 1.049
H -0.085 1.227 1.735 0.603 -0.209 -0.147 1.273
H -0.379 1.820 0.106 0.191 -0.077 0.322 0.066
H 1.883 -0.064 0.191 0.424 0.333 0.160 0.290
H -0.059 -1.314 2.161 -0.613 -0.414 -0.339 0.852
H 1.524 0.726 -1.883 -0.522 -0.310 1.050 0.418
H -2.305 0.702 -0.388 -0.814 -0.301 -0.524 0.538
H -0.632 -0.484 -0.792 1.827 -0.002 0.116 0.007
H 2.123 1.630 0.840 0.550 -0.163 -0.012 0.204
H 0.800 -1.862 0.715 0.079 0.241 0.165 0.133
H 1.703 -0.209 -3.323 0.012 -0.320 -0.342 0.142
H -2.688 -1.088 -0.015 0.123 0.199 -0.248 0.552
```
Forces are in eV/Å.

Values from the calculation:
HOMO-LUMO gap (alpha / beta) (eV): 2.625 / 7.884
Total energy (eV): -9486.3578
Charge: -2
⟨S²⟩: 0.751
Relative energy (zero: lowest compared OMol25 entry of this formula, charge and spin) (eV): 0.661
2S+1: 2

Entry from the OMol25 dataset: a structure of composition C5H13O3 in a non-equilibrium geometry (wB97M-V/def2-TZVPD).

The geometry in XYZ format:
```
21
Properties=species:S:1:pos:R:3:forces:R:3:mulliken_charge:R:1
O 0.688 -2.000 0.389 -0.373 -0.118 0.025 -0.537
O -0.964 -0.255 -3.204 -0.745 0.592 0.589 -0.888
O -2.610 -0.797 -1.472 0.025 0.584 0.055 -0.937
C -0.580 0.553 2.602 0.060 -0.545 0.376 -0.683
C 1.166 1.026 0.893 -0.969 -0.797 0.375 -0.859
C 0.798 0.275 -0.401 -0.241 0.388 -0.955 0.142
C 1.352 -1.122 -0.504 0.557 -0.322 -0.206 -0.812
C -0.078 1.354 1.680 -0.103 0.177 -0.364 -0.145
H -0.037 -0.340 2.903 0.002 0.044 -0.089 0.212
H -0.588 0.272 -2.491 0.645 0.129 -0.477 0.240
H -1.563 0.654 3.044 0.022 0.351 -0.005 0.248
H 2.416 -1.173 -0.281 0.206 0.139 0.523 0.398
H -0.243 -2.015 0.100 0.281 0.020 0.097 0.363
H 1.319 -1.515 -1.517 -0.537 0.162 -0.357 0.309
H 1.730 0.339 1.518 0.425 0.045 0.044 0.350
H -2.774 0.008 -0.963 -0.165 -0.172 0.009 0.195
H -0.655 2.213 1.357 -0.057 0.099 -0.057 0.315
H 1.742 1.906 0.666 0.335 0.348 0.016 0.321
H -0.277 0.131 -0.562 -0.123 0.211 0.526 -0.198
H -1.909 -0.387 -2.477 0.384 -1.186 -0.193 0.431
H 1.066 0.873 -1.280 0.370 -0.150 0.066 0.534
```
Forces are in eV/Å.

Values from the calculation:
HOMO-LUMO gap (eV): 7.552
Total energy (eV): -11537.5647
Charge: -1
Relative energy (zero: lowest compared OMol25 entry of this formula, charge and spin) (eV): 0.978

What is the charge in the first record?
0

Which of these has the lowest relative energy (zero: lowest compared OMol25 entry of this formula, charge and spin)?
C5H13O2

The highest relative energy (zero: lowest compared OMol25 entry of this formula, charge and spin) belongs to which entry?
C5H13NS

Which value of relative energy (zero: lowest compared OMol25 entry of this formula, charge and spin) does entry 5 give?
0.661 eV